[1]
21
Properties=species:S:1:pos:R:3:forces:R:3 method="wB97M-V/def2-TZVPD" gap_ev=9.86 e_above_lowest_ev=2.470 lumo_ev=0.41 homo_energy_ev=-9.45 e_tot_ev=-15524.5835
C 2.35484 -0.32831 1.21891 0.4 0.7 0.7
C 2.74208 3.28104 0.34156 1.2 -1.7 -1.5
C -2.44092 -0.22214 0.12338 1.3 0.2 1.5
C -1.69628 -1.11542 0.95987 0.8 1.2 -2.7
C -1.84852 0.57335 -0.83878 3.5 -3.5 2.8
C -0.33433 -1.22474 0.71992 0.6 0.3 -0.8
C -0.43358 0.50347 -1.02172 -1.3 -2.1 1.0
C 0.34532 -0.37403 -0.23403 -2.3 -0.2 1.5
C 2.41172 -1.68303 -0.78231 -0.3 0.7 -0.5
C 1.84718 -0.34002 -0.11398 -0.1 -0.7 -2.6
N 2.89792 -0.32983 2.22876 -0.1 -0.1 0.3
N 3.37678 2.56779 -0.31191 -0.7 1.1 0.9
O 2.27567 -1.87394 -1.96529 0.4 -0.2 1.5
H -3.39603 0.02871 0.48948 -1.4 -0.1 -0.2
H -2.18581 -1.68460 1.69702 -0.5 -0.6 0.7
H -2.30718 1.30769 -1.32313 -2.3 2.7 -2.2
H 0.28781 -2.00301 1.20573 -0.5 0.8 0.1
H -0.17261 0.92542 -1.94760 1.5 1.1 -0.6
H 2.11878 0.57832 -0.68046 0.6 -0.8 0.4
H 2.87244 -2.39953 -0.00645 -0.4 0.5 -1.2
H 2.06498 3.84345 0.90558 -0.4 0.6 0.6

=====

[2]
30
Properties=species:S:1:pos:R:3:forces:R:3 method="wB97M-V/def2-TZVPD" gap_ev=9.41 e_above_lowest_ev=4.414 lumo_ev=-3.03 homo_energy_ev=-12.44 e_tot_ev=-14084.0829 total_charge=+1
C 2.26839 -0.84065 -2.52603 1.9 2.3 -2.0
C 2.03071 0.12149 -1.65648 0.0 -0.6 -0.7
C 0.03731 -0.64717 -0.66719 -1.2 -1.8 -0.9
C 1.08011 0.18971 -0.61513 -1.6 -1.5 1.3
C -1.12952 -0.96718 0.23407 1.3 3.1 -1.4
C -1.30545 -2.31624 0.79434 2.1 -0.3 -0.6
C 1.38578 0.15478 1.76487 4.9 0.4 2.2
C -2.42666 0.75328 -1.06190 -4.4 1.4 -0.9
C 1.48547 1.08344 0.54995 -3.2 -2.1 0.8
N -1.50335 0.28119 1.05173 0.1 -0.1 -0.2
N -2.35539 -0.22089 -0.02236 0.5 -0.1 1.4
N 0.49855 2.11197 0.78075 -1.5 0.8 -1.0
H 2.94873 -0.56125 -3.42661 -1.2 -1.2 1.8
H 1.74730 -1.73632 -2.41870 -0.4 -1.6 -0.3
H 2.51533 1.02276 -1.61505 1.9 2.1 -1.1
H -0.07000 -1.33879 -1.56419 0.4 1.1 1.0
H -1.58555 -2.20479 1.76116 -1.0 0.1 3.2
H -0.51944 -3.07047 0.78572 0.9 0.9 -0.1
H -2.04970 -2.84260 0.33952 -2.5 -0.9 -1.6
H 0.46875 -0.28663 1.96412 -1.6 -0.5 -0.1
H 2.13821 -0.68341 1.78955 -0.7 0.6 -0.7
H 1.72272 0.64157 2.73441 -0.6 0.1 -1.1
H -3.39316 0.39997 -1.59518 2.0 0.7 -0.1
H -2.79557 1.76981 -0.68256 0.5 -1.5 0.1
H -1.57620 0.99215 -1.65605 0.8 -0.5 -0.6
H 2.38543 1.50935 0.24242 2.0 0.5 0.5
H -1.88411 0.10064 1.96873 -0.3 0.1 0.2
H 0.60528 2.89831 0.15942 -0.1 0.3 0.1
H 0.29201 2.39793 1.71743 0.8 0.3 0.5
H -1.01599 1.28803 0.86923 0.3 -1.9 0.1